[1]
76
Properties=species:S:1:pos:R:3 method="wB97M-V/def2-TZVPD" orbital_gap_ha=0.2905 spin_multiplicity=1 charge=0 energy_ha=-2747.52964 lumo_energy_ev=-1.1
O -0.76 -0.16 -5.75
P -0.43 0.19 -4.34
C -1.26 1.78 -3.95
C -2.73 1.77 -3.84
I -3.73 -0.09 -4.13
C -3.49 2.85 -3.55
C -4.99 2.85 -3.39
C -5.77 3.09 -4.70
C -7.28 2.85 -4.40
O -7.69 3.85 -3.44
C -2.80 4.10 -3.38
N -3.31 5.31 -3.12
S -2.08 6.34 -3.00
N -0.79 5.36 -3.28
C -1.36 4.18 -3.49
C -0.60 2.98 -3.77
B 0.98 3.11 -3.82
O 1.59 4.17 -4.46
O 1.79 2.18 -3.18
H -0.90 -0.86 -3.51
H 0.97 0.27 -4.21
H -5.25 3.61 -2.63
H -5.29 1.85 -3.02
H -5.42 2.43 -5.51
H -5.68 4.13 -5.07
H -7.39 1.88 -3.90
H -7.90 2.95 -5.30
H -7.65 3.43 -2.57
H 2.23 4.51 -3.82
H 1.32 1.88 -2.40
C -1.65 -7.47 -0.06
O -0.80 -6.37 -0.32
C -0.96 -5.87 -1.64
C -0.56 -4.41 -1.71
O -1.53 -3.52 -1.19
C -1.69 -3.49 0.22
C -0.54 -2.81 0.95
O 0.58 -3.66 1.03
C 1.80 -2.95 1.16
H -1.40 -8.31 -0.70
H -1.50 -7.76 0.98
H -2.70 -7.19 -0.20
H -2.00 -5.97 -1.97
H -0.31 -6.46 -2.30
H -0.46 -4.14 -2.77
H 0.42 -4.24 -1.25
H -1.87 -4.49 0.62
H -2.59 -2.90 0.40
H -0.85 -2.55 1.97
H -0.28 -1.88 0.41
H 1.94 -2.28 0.30
H 2.61 -3.67 1.17
H 1.81 -2.37 2.09
C 1.99 -1.17 5.03
O 2.74 -0.01 4.74
C 2.25 1.14 5.42
C 3.35 2.16 5.61
O 4.25 1.85 6.66
C 5.17 0.79 6.43
C 6.28 1.15 5.46
O 5.82 1.12 4.12
C 6.58 1.95 3.27
H 0.95 -1.05 4.68
H 2.45 -2.01 4.51
H 1.99 -1.38 6.10
H 1.84 0.86 6.40
H 1.44 1.57 4.81
H 2.88 3.10 5.91
H 3.88 2.35 4.68
H 4.66 -0.12 6.12
H 5.63 0.59 7.40
H 7.10 0.42 5.56
H 6.66 2.15 5.71
H 6.54 2.99 3.62
H 6.13 1.91 2.28
H 7.62 1.61 3.21



[2]
73
Properties=species:S:1:pos:R:3 method="wB97M-V/def2-TZVPD" orbital_gap_ha=0.2520 spin_multiplicity=1 charge=0 energy_ha=-1710.00424 lumo_energy_ev=-1.8
O -3.75 -0.76 1.14
C -4.66 -0.46 0.32
C -6.12 -0.13 0.84
C -7.22 0.17 0.02
C -8.69 0.52 0.47
C -9.39 -0.89 1.16
C -9.44 -2.21 0.10
O -8.45 -2.03 1.38
C -6.93 0.22 -1.56
O -7.84 0.57 -2.36
C -5.48 -0.13 -2.12
O -5.20 -0.10 -3.54
B -4.38 1.10 -3.67
O -2.93 1.09 -3.51
O -4.96 2.40 -3.97
C -4.42 -0.46 -1.24
H -6.30 -0.16 1.98
H -9.41 0.69 -0.39
H -8.73 1.31 1.28
H -10.32 -0.73 1.89
H -8.60 -2.87 -0.26
H -9.24 -1.43 -0.75
H -2.81 1.54 -2.63
H -4.46 3.04 -3.40
H -3.37 -0.72 -1.61
C 3.13 4.74 -1.58
O 2.72 3.74 -2.50
C 3.39 2.49 -2.32
C 2.46 1.43 -1.75
N 2.12 1.72 -0.35
C 1.01 0.92 0.17
C -0.36 1.05 -0.52
O -0.99 2.32 -0.32
C -0.54 3.34 -1.21
H 2.71 5.69 -1.92
H 2.75 4.53 -0.58
H 4.22 4.83 -1.56
H 4.30 2.60 -1.72
H 3.70 2.17 -3.32
H 2.94 0.45 -1.80
H 1.56 1.41 -2.38
H 1.86 2.69 -0.27
H 0.89 1.20 1.22
H 1.31 -0.14 0.16
H -1.03 0.32 -0.04
H -0.33 0.79 -1.58
H -0.28 2.95 -2.20
H 0.30 3.88 -0.78
H -1.35 4.06 -1.33
C 5.60 -5.24 2.05
O 4.95 -4.39 2.98
C 5.85 -3.64 3.79
C 5.83 -2.16 3.41
N 6.43 -1.93 2.10
C 6.18 -0.60 1.54
C 4.73 -0.19 1.28
O 4.10 -0.91 0.22
C 3.58 -2.17 0.60
H 4.85 -5.91 1.62
H 6.04 -4.66 1.23
H 6.37 -5.85 2.53
H 6.87 -4.04 3.76
H 5.49 -3.73 4.82
H 6.37 -1.58 4.16
H 4.78 -1.84 3.42
H 6.06 -2.61 1.44
H 6.72 -0.55 0.59
H 6.65 0.15 2.20
H 4.74 0.86 0.95
H 4.11 -0.20 2.19
H 3.21 -2.18 1.63
H 4.34 -2.95 0.46
H 2.75 -2.41 -0.07



[3]
69
Properties=species:S:1:pos:R:3 method="wB97M-V/def2-TZVPD" orbital_gap_ha="0.0834 / 0.0819" spin_multiplicity=1 charge=-2 energy_ha=-6481.01583 lumo_energy_ev="3.4 / 3.4"
Ga 0.42 -1.29 -0.71
C -1.42 3.40 -2.23
Sb 0.28 2.09 -1.59
C 0.20 2.65 0.59
C 3.33 3.04 -0.69
C 3.87 2.75 -1.95
C 3.35 3.49 -3.12
C 3.96 3.43 -4.37
C 4.97 2.48 -4.54
C 5.51 1.71 -3.54
C 5.04 1.90 -2.21
C 5.54 1.15 -1.09
Sb 4.42 -0.77 -0.60
C 4.42 -2.29 -2.21
C 5.95 -1.63 0.62
H -2.40 2.95 -2.07
H -1.27 3.67 -3.30
H -1.39 4.33 -1.61
H 0.98 2.12 1.16
H -0.81 2.63 0.99
H 0.45 3.73 0.65
H 3.22 2.30 0.10
H 2.62 3.88 -0.55
H 2.41 4.02 -2.83
H 3.62 4.02 -5.26
H 5.32 2.26 -5.57
H 6.25 0.96 -3.89
H 5.58 1.65 -0.12
H 6.52 0.68 -1.23
H 4.93 -1.81 -3.04
H 3.35 -2.49 -2.43
H 4.92 -3.18 -1.82
H 6.68 -1.92 -0.17
H 5.51 -2.64 0.93
H 6.39 -0.98 1.41
C -6.54 -1.12 5.02
C -5.50 -0.62 4.07
S -3.83 -1.39 4.34
O -2.91 -0.94 3.24
C -4.15 -3.18 4.01
C -3.66 -4.15 5.10
H -7.58 -0.73 4.84
H -6.29 -0.87 6.04
H -6.59 -2.23 4.95
H -5.30 0.44 4.10
H -5.72 -0.83 3.03
H -3.61 -3.36 3.10
H -5.24 -3.39 3.81
H -2.66 -4.50 4.84
H -4.27 -5.04 5.23
H -3.53 -3.71 6.10
Te 2.20 -1.07 1.10
C -2.87 0.26 -2.20
C -2.12 0.14 -0.89
C -2.76 1.15 0.07
C -2.48 -1.26 -0.26
N -0.67 0.30 -1.15
H -2.65 1.15 -2.74
H -3.96 0.26 -2.02
H -2.62 -0.63 -2.85
H -2.81 2.15 -0.40
H -2.02 1.17 0.90
H -3.77 0.84 0.43
H -3.57 -1.31 -0.35
H -2.26 -1.32 0.79
H -2.05 -2.07 -0.87
Se -0.93 -5.61 -1.81
C -0.17 -3.96 -1.69
N 0.20 -2.85 -1.62



[4]
74
Properties=species:S:1:pos:R:3 method="wB97M-V/def2-TZVPD" orbital_gap_ha=0.0658 spin_multiplicity=1 charge=-1 energy_ha=-1835.56764 lumo_energy_ev=0.0
O 1.21 0.14 -0.17
H 1.74 0.72 -0.72
H 1.60 -0.74 -0.20
H 0.36 0.10 -0.61
C 8.50 5.33 -0.47
C 7.40 4.65 -0.72
C 6.54 4.99 -1.97
O 5.45 4.33 -2.31
C 6.85 6.02 -2.84
C 8.08 6.78 -2.63
C 8.78 6.53 -1.27
O 9.57 7.42 -0.94
O 8.49 7.64 -3.38
O 7.04 3.72 0.11
H 9.20 5.11 0.32
H 6.21 6.22 -3.69
C -3.21 0.77 -1.29
O -2.24 -0.01 -1.96
C -2.79 -1.10 -2.71
C -1.74 -2.02 -3.39
N -1.02 -2.81 -2.39
C 0.11 -3.44 -2.97
C 1.15 -4.03 -2.00
O 1.69 -3.02 -1.12
C 2.70 -3.52 -0.31
H -2.80 1.60 -0.71
H -3.69 0.14 -0.54
H -4.02 1.26 -1.83
H -3.25 -0.66 -3.59
H -3.56 -1.68 -2.21
H -1.05 -1.39 -3.94
H -2.33 -2.70 -4.01
H -1.52 -3.65 -2.13
H 0.58 -2.75 -3.66
H -0.22 -4.31 -3.54
H 1.96 -4.53 -2.52
H 0.67 -4.82 -1.42
H 3.69 -3.55 -0.78
H 2.31 -4.44 0.12
H 2.87 -2.99 0.63
C -2.99 0.03 4.03
O -3.38 -1.06 3.24
C -3.31 -2.35 3.94
C -3.52 -3.55 2.90
N -4.87 -4.01 3.03
C -5.26 -4.94 1.92
C -4.66 -6.33 2.16
O -4.03 -6.62 0.89
C -4.15 -7.86 0.31
H -1.99 -0.12 4.44
H -3.58 0.05 4.95
H -3.06 0.94 3.45
H -3.89 -2.37 4.86
H -2.28 -2.35 4.27
H -2.73 -4.29 2.99
H -3.46 -3.13 1.90
H -5.52 -3.25 2.88
H -5.02 -4.53 0.94
H -6.33 -5.05 2.08
H -5.52 -6.96 2.41
H -4.06 -6.46 3.06
H -3.32 -8.07 -0.36
H -5.03 -7.99 -0.31
H -3.97 -8.65 1.05
C 2.14 7.89 1.49
C 1.26 7.64 0.31
O 0.44 8.75 0.21
C 0.95 9.76 0.89
O 0.53 10.91 1.05
O 2.00 9.24 1.65
H 3.18 7.69 1.21
H 1.76 7.34 2.36
H 0.72 6.70 0.26
H 1.67 7.66 -0.70



[5]
78
Properties=species:S:1:pos:R:3 method="wB97M-V/def2-TZVPD" orbital_gap_ha=0.2823 spin_multiplicity=1 charge=0 energy_ha=-3258.22514 lumo_energy_ev=-1.0
O 6.69 -3.92 -0.03
O 6.22 -2.60 -0.18
C 5.59 -2.25 1.05
C 4.73 -1.01 0.94
C 3.45 -1.04 0.26
C 2.68 0.09 0.21
P 1.05 -0.03 -0.62
O 0.64 -1.61 -0.81
O -0.10 0.60 0.37
S 0.98 0.83 -2.33
C 3.11 1.33 0.81
N 2.28 2.41 0.73
C 2.76 3.47 1.34
C 4.04 3.50 1.99
N 4.87 2.48 2.08
C 4.35 1.37 1.47
C 5.13 0.17 1.51
H 6.91 -4.07 0.90
H 4.91 -3.09 1.32
H 6.33 -2.12 1.86
H 3.12 -1.97 -0.21
H 1.04 -2.09 -0.07
H 0.09 0.31 1.27
H 2.16 4.38 1.33
H 4.35 4.44 2.46
H 6.09 0.16 2.04
C -0.07 -7.10 5.02
C 0.33 -7.04 3.56
O -0.75 -6.61 2.72
P -1.24 -5.04 2.84
O -0.12 -4.33 2.14
O -2.34 -4.96 1.63
C -2.18 -4.08 0.51
C -1.52 -4.81 -0.64
O -2.43 -5.41 3.92
C -3.78 -5.76 3.58
C -3.91 -7.11 2.93
H -0.27 -6.11 5.42
H 0.73 -7.55 5.62
H -0.98 -7.70 5.15
H 1.19 -6.38 3.42
H 0.61 -8.04 3.21
H -1.63 -3.19 0.79
H -3.18 -3.76 0.21
H -0.58 -5.28 -0.35
H -1.32 -4.12 -1.47
H -2.17 -5.61 -1.01
H -4.25 -4.97 2.99
H -4.33 -5.78 4.53
H -3.38 -7.16 1.97
H -4.96 -7.34 2.75
H -3.48 -7.89 3.56
C -1.33 3.34 -1.27
C -0.58 4.65 -1.33
O -0.96 5.46 -2.45
P -2.47 6.11 -2.44
O -2.31 7.21 -1.44
O -2.41 7.06 -3.79
C -2.56 8.47 -3.75
C -1.20 9.15 -3.67
O -3.10 4.87 -3.32
C -3.17 4.81 -4.75
C -1.82 4.64 -5.42
H -2.39 3.50 -1.08
H -0.93 2.71 -0.48
H -1.24 2.81 -2.22
H -0.72 5.22 -0.40
H 0.49 4.46 -1.43
H -3.21 8.78 -2.93
H -3.06 8.77 -4.67
H -0.61 8.77 -2.84
H -1.32 10.23 -3.56
H -0.63 8.96 -4.59
H -3.72 5.67 -5.15
H -3.78 3.94 -4.98
H -1.16 5.49 -5.23
H -1.95 4.55 -6.50
H -1.32 3.75 -5.04



[6]
77
Properties=species:S:1:pos:R:3 method="wB97M-V/def2-TZVPD" orbital_gap_ha=0.3160 spin_multiplicity=1 charge=0 energy_ha=-1999.70469 lumo_energy_ev=-1.1
C -3.66 -1.39 2.73
C -2.97 -1.12 1.37
C -2.98 0.36 0.98
C -2.44 0.59 -0.44
C -1.16 1.44 -0.48
C -0.06 0.75 0.35
C 1.35 0.81 -0.29
C 2.01 -0.57 -0.27
C 2.49 -0.99 1.14
C 1.65 -2.05 1.87
C 1.27 -3.24 1.06
C 1.98 -3.74 0.03
C 1.53 -4.92 -0.72
O 2.26 -5.51 -1.53
C 0.12 -5.35 -0.51
C -0.61 -4.91 0.51
C 0.01 -3.95 1.47
O -0.49 -3.73 2.56
H -2.97 -1.84 3.43
H -4.52 -2.03 2.58
H -3.96 -0.43 3.15
H -3.39 -1.73 0.57
H -1.93 -1.43 1.49
H -2.39 0.88 1.73
H -4.01 0.69 1.08
H -2.20 -0.39 -0.85
H -3.22 1.02 -1.07
H -0.86 1.55 -1.52
H -1.38 2.40 -0.03
H -0.32 -0.30 0.44
H 0.01 1.15 1.36
H 1.99 1.55 0.18
H 1.21 1.07 -1.34
H 2.89 -0.53 -0.92
H 1.33 -1.28 -0.74
H 2.43 -0.09 1.75
H 3.54 -1.26 1.14
H 0.78 -1.60 2.34
H 2.25 -2.43 2.70
H 2.91 -3.29 -0.28
H -0.33 -6.04 -1.21
H -1.64 -5.18 0.69
C -0.79 -3.69 -4.03
N -1.07 -2.69 -2.96
O -1.89 -2.97 -2.12
O -0.44 -1.65 -3.02
H -1.42 -4.56 -3.85
H -1.03 -3.23 -4.98
H 0.26 -3.95 -3.97
C 0.41 6.25 -0.12
N -0.39 5.02 0.13
O -1.59 5.08 0.02
O 0.23 4.02 0.42
H -0.28 7.05 -0.37
H 0.96 6.47 0.78
H 1.10 6.05 -0.95
C -7.64 -3.04 0.52
N -7.66 -2.06 1.64
O -8.49 -2.22 2.51
O -6.84 -1.18 1.60
H -8.42 -3.77 0.68
H -7.80 -2.49 -0.40
H -6.65 -3.51 0.52
C 6.79 0.32 0.47
N 5.46 1.00 0.42
O 4.88 1.03 -0.64
O 5.06 1.48 1.46
H 7.02 -0.05 -0.52
H 7.52 1.06 0.79
H 6.71 -0.49 1.19
C 4.70 7.99 -1.99
N 3.59 7.30 -1.28
O 2.81 6.64 -1.95
O 3.53 7.44 -0.08
H 4.62 7.77 -3.05
H 4.59 9.05 -1.80
H 5.63 7.61 -1.58